Entry 1:
Entry from the OMol25 dataset: 2 unconnected molecules or ions with the total composition C4H5ClN2S at a distorted geometry (ωB97M-V/def2-TZVPD).

XYZ file:
```
13
Properties=species:S:1:pos:R:3:forces:R:3:mulliken_charge:R:1
Cl -0.8416 -2.7796 -2.1365 0.049 1.323 0.364 -0.179
C -0.9655 -1.0175 -1.8904 -0.013 0.114 -0.043 0.337
C -1.9684 -0.3310 -2.6314 -1.242 -0.753 -0.077 -0.132
N -2.1766 0.9746 -2.5282 1.735 -0.452 0.805 -0.472
C -1.2753 1.5738 -1.7197 -1.964 0.579 0.781 -0.298
C -0.3606 0.9123 -0.9360 2.152 0.524 0.141 -0.004
N -0.1425 -0.3955 -1.0310 -1.314 -1.406 -1.393 -0.342
H -2.7969 -0.8255 -3.1942 1.335 -0.171 0.314 0.358
H -1.5794 2.5634 -1.4248 0.587 0.650 -0.402 0.360
H 0.4105 1.4472 -0.3103 -1.345 -0.378 -0.467 0.362
S 1.9573 -1.3854 1.7981 -0.488 0.336 -0.934 -0.307
H 1.0529 -1.8073 2.6800 -0.217 -0.025 0.032 0.144
H 1.0262 -1.1050 0.7990 0.724 -0.340 0.878 0.172
```
Forces are in eV/Å.

Results
**E_HOMO**: -9.46 eV
**SMILES string**: Clc1cnccn1.S
**Energy relative to the best compared isomer or geometry (same formula, charge and spin)**: 82.21 kJ/mol
**Kohn-Sham gap**: 9.218 eV
**Largest force on an atom**: 0.046 hartree/bohr

=====

Entry 2:
Entry from the OMol25 dataset: 2 unconnected molecules or ions with the total composition CH3NP2 at a distorted geometry (ωB97M-V/def2-TZVPD).

XYZ file:
```
7
Properties=species:S:1:pos:R:3:forces:R:3:mulliken_charge:R:1
C -1.5104 -0.7796 -1.3212 0.723 0.231 -0.565 0.255
N -2.0491 -1.3247 -2.1807 -0.425 0.115 0.176 -0.377
P -0.0832 -0.2358 -0.3255 0.121 2.766 -3.069 -0.067
P 2.3130 0.7998 1.3043 0.283 1.083 0.468 -0.010
H -0.2800 -1.3100 0.3233 -0.094 -3.418 2.814 0.055
H -0.7599 0.6135 0.5210 -0.489 0.336 0.524 0.081
H 2.3696 2.2368 1.6788 -0.118 -1.112 -0.349 0.063
```
Forces are in eV/Å.

Results
**E_HOMO (spin up / spin down)**: -9.36 / -9.09 eV
**Energy relative to the best compared isomer or geometry (same formula, charge and spin)**: 290.77 kJ/mol
**Kohn-Sham gap (spin up / spin down)**: 7.207 / 7.095 eV
**Largest force on an atom**: 0.086 hartree/bohr

=====

Entry 3:
Entry from the OMol25 dataset: CH3Br2OP in the gas phase at a distorted geometry (ωB97M-V/def2-TZVPD).

XYZ file:
```
8
Properties=species:S:1:pos:R:3:forces:R:3:mulliken_charge:R:1
C 0.4296 0.8306 -0.4010 0.764 -3.686 -1.682 -0.871
P -0.3463 -0.4896 0.4914 -1.350 0.428 9.164 0.747
O -0.8697 -0.2965 2.1210 2.572 -0.710 -7.390 -0.615
Br 1.1398 -2.1666 0.3531 -0.669 0.583 -0.132 -0.156
Br -2.0481 -0.9037 -0.6897 -0.710 -0.459 -0.760 -0.097
H 1.3316 1.2394 -0.0774 1.704 -0.021 0.938 0.333
H 0.5819 0.1752 -1.3358 -0.062 1.855 0.640 0.330
H -0.2187 1.6112 -0.4614 -2.249 2.011 -0.778 0.329
```
Forces are in eV/Å.

Results
**E_HOMO**: -9.97 eV
**SMILES string**: CP(=O)(Br)Br
**Energy relative to the best compared isomer or geometry (same formula, charge and spin)**: 154.65 kJ/mol
**Kohn-Sham gap**: 9.621 eV
**Largest force on an atom**: 0.180 hartree/bohr

=====

Entry 4:
Entry from the OMol25 dataset: a molecular structure, C33H32As2BrO10PPt (ωB97M-V/def2-TZVPD).

XYZ file:
```
80
Properties=species:S:1:pos:R:3:forces:R:3:mulliken_charge:R:1
Pt 1.7111 -0.7288 -0.2879 0.320 -0.010 0.266 1.968
O 0.8563 -0.5833 3.0821 0.130 0.159 -0.115 -0.644
C 1.7739 -0.1128 2.4522 -0.077 -0.073 -0.038 -0.024
O 2.5055 -0.8098 1.5774 0.014 -0.055 0.035 -0.787
C 2.1907 1.3279 2.5725 -0.052 -0.072 0.048 0.737
C 2.1911 1.8791 3.8461 0.047 0.076 0.035 -0.543
C 2.5234 3.2126 4.0396 -0.014 -0.059 0.009 -0.794
C 2.8253 4.0141 2.9498 0.002 0.000 -0.044 -0.838
C 2.8019 3.4791 1.6697 0.002 0.086 0.009 0.055
C 2.5065 2.1308 1.4673 -0.030 -0.039 -0.031 0.276
P 2.5576 1.5446 -0.2452 0.015 -0.077 0.013 0.003
C 1.6851 2.7011 -1.3036 0.004 -0.017 -0.043 1.306
C 0.7213 3.5691 -0.7888 -0.052 -0.009 0.008 -0.316
C 0.0294 4.4113 -1.6444 0.002 0.006 -0.013 -0.921
C 0.2801 4.3818 -3.0098 -0.001 0.003 0.006 -0.581
C 1.2292 3.5085 -3.5266 0.011 0.005 -0.013 -0.763
C 1.9319 2.6685 -2.6797 0.031 0.071 -0.004 -0.661
C 4.2789 1.3858 -0.7487 -0.009 -0.007 0.030 1.297
C 5.2954 1.9666 0.0132 -0.005 -0.018 0.036 -0.669
C 6.6112 1.8701 -0.4082 0.014 -0.013 -0.020 -0.820
C 6.9226 1.1898 -1.5775 0.008 0.011 0.016 -0.560
C 5.9176 0.5921 -2.3257 -0.006 -0.017 -0.015 -0.939
C 4.6002 0.6813 -1.9116 0.010 0.014 -0.027 -0.347
H 1.9363 1.2449 4.6855 0.005 0.008 0.000 0.545
H 2.5416 3.6261 5.0395 -0.005 -0.013 -0.015 0.463
H 3.0790 5.0564 3.0903 0.000 -0.013 -0.007 0.476
H 3.0251 4.1191 0.8238 -0.001 -0.010 0.013 0.613
H 0.5085 3.5873 0.2707 0.008 -0.006 -0.031 0.411
H -0.7042 5.0970 -1.2413 0.008 -0.006 -0.004 0.456
H -0.2578 5.0474 -3.6726 0.009 -0.012 0.011 0.433
H 1.4359 3.4945 -4.5886 -0.008 -0.002 0.014 0.473
H 2.6888 2.0143 -3.0918 -0.011 0.006 0.009 0.318
H 5.0706 2.4864 0.9336 -0.004 0.003 -0.005 0.339
H 7.3958 2.3240 0.1823 -0.011 -0.004 -0.007 0.443
H 7.9526 1.1152 -1.9008 -0.012 0.000 0.008 0.418
H 6.1604 0.0450 -3.2270 -0.002 0.010 0.014 0.440
H 3.8320 0.1828 -2.4883 -0.009 0.007 0.003 0.305
Br 2.4973 -2.3100 -1.9615 -0.049 -0.010 -0.050 -0.415
C 1.5993 -5.0640 0.3780 -0.019 0.040 -0.029 -0.835
O 0.5984 -4.0218 0.2302 -0.041 0.005 0.131 -0.105
C -0.4381 -4.3184 -0.5334 0.049 -0.069 0.029 -0.167
O -0.6287 -5.3350 -1.1338 0.028 0.060 -0.100 -0.512
C -1.3981 -3.1484 -0.5594 0.025 -0.128 -0.083 0.842
C -2.7139 -3.3318 -0.6587 -0.022 0.094 0.112 0.494
As -4.0314 -1.9388 -0.8063 0.012 -0.014 0.013 0.269
C -5.6212 -2.5107 0.1282 -0.001 0.000 -0.038 -0.979
C -3.3064 -0.3765 0.0296 0.123 -0.096 -0.076 0.864
C -2.0010 -0.3208 0.3212 -0.060 0.020 0.140 -0.135
As -0.6226 -1.3642 -0.6044 -0.395 0.279 -0.304 0.291
C -1.0018 -0.8179 -2.4339 0.041 -0.077 0.032 -1.021
C -1.4191 0.7160 1.2459 -0.065 -0.031 0.134 -0.152
O -0.5062 1.4089 0.8710 0.131 0.083 -0.091 -0.243
O -1.9574 0.6610 2.4313 -0.066 0.044 0.044 -0.303
C -1.5103 1.6309 3.4203 -0.022 -0.060 -0.102 -0.704
C -4.2302 0.7871 0.3074 -0.110 -0.007 0.138 0.156
O -3.8546 1.8250 0.7646 0.044 0.047 -0.035 -0.499
O -5.4648 0.5129 -0.0974 -0.017 -0.024 -0.040 -0.334
C -6.4282 1.5986 0.0291 0.060 -0.028 0.010 -0.762
C -3.4600 -4.6234 -0.9030 -0.121 0.009 0.018 -0.069
O -4.3084 -4.5915 -1.7660 0.062 -0.064 0.011 -0.573
O -3.1808 -5.5964 -0.0880 0.079 -0.017 -0.015 -0.253
C -3.8217 -6.8789 -0.3583 0.009 0.063 0.008 -0.729
H 2.2904 -4.6929 1.1254 -0.003 0.016 0.008 0.261
H 2.0992 -5.2166 -0.5748 -0.007 -0.010 -0.021 0.339
H 1.1207 -5.9832 0.7026 -0.005 -0.014 0.014 0.346
H -5.9373 -3.4567 -0.3003 0.003 0.002 -0.016 0.416
H -6.3784 -1.7450 0.0110 -0.018 -0.003 -0.006 0.364
H -5.3387 -2.6183 1.1766 -0.007 -0.001 0.014 0.453
H -2.0537 -0.9269 -2.6894 -0.025 -0.017 0.009 0.513
H -0.3911 -1.4349 -3.0904 0.022 -0.014 -0.014 0.472
H -0.6972 0.2240 -2.5267 -0.013 0.030 0.005 0.323
H -2.3472 1.7556 4.0979 0.002 -0.026 0.008 0.351
H -1.2657 2.5679 2.9288 0.003 0.017 -0.009 0.312
H -0.6462 1.2157 3.9273 0.040 -0.016 0.015 0.257
H -7.3284 1.2447 -0.4587 -0.011 -0.016 -0.004 0.251
H -6.0394 2.4857 -0.4619 0.005 0.010 -0.011 0.348
H -6.6057 1.8008 1.0815 0.009 0.003 0.014 0.358
H -3.2257 -7.6085 0.1752 0.004 -0.010 0.018 0.274
H -3.8176 -7.0694 -1.4267 0.011 -0.008 -0.012 0.345
H -4.8389 -6.8535 0.0226 -0.019 0.008 -0.014 0.325
```
Forces are in eV/Å.

Results
**E_HOMO (spin up / spin down)**: -13.25 / -14.11 eV
**2S+1**: 5
**Energy relative to the best compared isomer or geometry (same formula, charge and spin)**: 0.00 kJ/mol
**Net charge**: +2
**Kohn-Sham gap (spin up / spin down)**: 6.663 / 4.953 eV
**Largest force on an atom**: 0.011 hartree/bohr